[1]
Below is C41H65AlNO21 as an isolated structure at a distorted geometry, with properties calculated with ωB97M-V with the def2-TZVPD basis set.

Each line ends with the Löwdin charge.
Geometry (Å):
C: -6.34 2.75 -2.04  -0.14
C: -5.17 2.67 -3.10  -0.27
C: -3.89 3.49 -2.70  -0.34
O: -3.51 3.42 -1.33  -0.28
Al: -3.11 1.70 -0.75  0.29
C: -2.87 1.52 1.27  -0.24
C: -1.97 2.67 1.93  -0.26
C: -0.65 2.91 1.12  -0.19
C: 0.61 3.34 1.96  -0.18
N: 0.42 4.40 2.97  -0.13
C: -0.38 5.54 2.49  -0.08
C: 0.02 3.93 4.24  -0.48
C: 0.82 2.77 4.97  0.00
O: -0.93 4.41 4.85  0.03
C: -1.49 0.83 -1.63  -0.22
O: -1.60 0.59 -3.08  -0.19
C: -0.29 0.34 -3.50  -0.29
C: 0.18 -1.05 -3.32  -0.02
C: 1.55 -1.43 -3.68  -0.09
C: 2.43 -0.38 -4.21  -0.12
C: 1.97 1.00 -4.40  -0.09
C: 0.59 1.38 -4.04  -0.01
H: -7.36 2.89 -2.52  0.06
H: -6.42 1.83 -1.41  0.03
H: -6.13 3.61 -1.35  0.07
H: -4.93 1.59 -3.31  0.08
H: -5.58 3.10 -4.06  0.09
H: -3.00 3.21 -3.34  0.10
H: -4.09 4.59 -2.93  0.10
H: -4.40 0.79 -1.13  -0.02
H: -2.32 0.55 1.47  0.05
H: -3.86 1.44 1.82  0.04
H: -1.80 2.32 3.00  0.10
H: -2.63 3.58 1.95  0.10
H: -0.81 3.62 0.26  0.11
H: -0.38 1.92 0.65  0.10
H: 1.37 3.74 1.21  0.12
H: 1.09 2.39 2.36  0.09
H: -1.48 5.35 2.39  0.09
H: 0.07 5.97 1.55  0.10
H: -0.27 6.36 3.26  0.09
H: 0.20 1.84 4.90  0.09
H: 1.75 2.56 4.36  0.07
H: 1.12 3.06 6.00  0.08
H: -0.61 1.55 -1.51  0.07
H: -1.21 -0.10 -1.06  0.08
H: -0.47 -1.85 -2.89  0.11
H: 1.87 -2.48 -3.50  0.09
H: 3.49 -0.67 -4.46  0.08
H: 2.68 1.77 -4.80  0.09
H: 0.25 2.42 -4.15  0.11
C: -8.62 4.06 3.05  -0.03
C: -8.38 3.27 1.78  -0.34
C: -9.53 2.37 1.39  -0.12
O: -8.87 1.36 0.63  0.05
C: -7.59 1.29 1.11  -0.55
O: -6.82 0.43 0.83  0.17
O: -7.32 2.33 1.95  0.09
H: -7.67 4.40 3.47  0.09
H: -9.26 4.92 2.86  0.08
H: -9.09 3.44 3.82  0.08
H: -8.10 3.95 0.97  0.16
H: -10.28 2.88 0.78  0.14
H: -10.02 1.90 2.24  0.13
C: 5.60 -0.49 3.17  -0.01
C: 4.34 -0.79 2.40  -0.33
C: 4.17 0.02 1.14  -0.09
O: 2.75 0.03 0.98  0.07
C: 2.22 -0.09 2.22  -0.55
O: 1.06 0.07 2.47  0.14
O: 3.17 -0.41 3.14  0.08
H: 5.51 -0.82 4.21  0.09
H: 6.46 -0.98 2.72  0.07
H: 5.80 0.58 3.20  0.09
H: 4.27 -1.87 2.20  0.15
H: 4.66 -0.43 0.28  0.11
H: 4.52 1.05 1.25  0.15
C: 4.19 7.44 5.15  -0.02
C: 4.39 6.68 3.86  -0.34
C: 3.24 5.81 3.47  -0.11
O: 3.88 4.81 2.68  0.06
C: 5.15 4.71 3.13  -0.55
O: 5.92 3.84 2.82  0.15
O: 5.45 5.73 3.99  0.08
H: 5.15 7.77 5.56  0.09
H: 3.56 8.32 4.99  0.09
H: 3.72 6.82 5.91  0.09
H: 4.67 7.38 3.06  0.16
H: 2.48 6.34 2.89  0.13
H: 2.76 5.32 4.32  0.13
C: 3.98 -4.82 -0.56  -0.02
C: 4.97 -3.78 -1.03  -0.32
C: 6.37 -4.29 -1.20  -0.09
O: 7.15 -3.11 -1.01  0.07
C: 6.43 -2.29 -0.20  -0.53
O: 6.86 -1.30 0.31  0.15
O: 5.15 -2.76 -0.04  0.06
H: 3.09 -4.34 -0.13  0.09
H: 3.66 -5.45 -1.39  0.09
H: 4.40 -5.45 0.21  0.08
H: 4.60 -3.29 -1.94  0.16
H: 6.55 -4.72 -2.18  0.14
H: 6.66 -5.02 -0.43  0.14
C: 0.84 -8.81 0.62  -0.02
C: 1.94 -9.00 -0.40  -0.33
C: 2.65 -10.33 -0.31  -0.10
O: 3.93 -10.03 -0.86  0.06
C: 4.15 -8.70 -0.62  -0.55
O: 5.20 -8.16 -0.77  0.15
O: 3.02 -8.09 -0.17  0.07
H: 0.61 -7.75 0.74  0.09
H: -0.07 -9.34 0.31  0.09
H: 1.14 -9.19 1.60  0.09
H: 1.56 -8.82 -1.41  0.16
H: 2.15 -11.11 -0.88  0.14
H: 2.79 -10.68 0.72  0.14
C: -3.54 -4.19 -6.96  -0.02
C: -2.77 -4.24 -5.66  -0.33
C: -1.41 -3.60 -5.72  -0.10
O: -0.70 -4.29 -4.70  0.05
C: -1.27 -5.53 -4.60  -0.55
O: -0.81 -6.43 -3.97  0.15
O: -2.43 -5.59 -5.31  0.08
H: -4.33 -4.95 -6.97  0.09
H: -3.99 -3.21 -7.11  0.09
H: -2.89 -4.40 -7.82  0.08
H: -3.37 -3.83 -4.85  0.17
H: -1.44 -2.53 -5.52  0.14
H: -0.89 -3.77 -6.67  0.14

Computed properties:
- Lowest unoccupied orbital energy: 1.81 eV
- Charge: -1
- E_tot: -94657.80685 eV
- Spin multiplicity: 1
- Largest force on an atom: 3.0 eV/A
- HOMO energy: -0.16794 hartree

[2]
Below is a 3-piece molecular cluster, C41H65B3F3N2O15PS overall at a distorted geometry, with properties calculated with ωB97M-V with the def2-TZVPD basis set.

Each line ends with the Löwdin charge.
Geometry (Å):
C: -5.97 -4.13 -2.84  -0.13
C: -6.59 -4.62 -1.42  -0.24
C: -5.62 -4.18 -0.22  -0.24
C: -4.10 -4.68 -0.37  -0.19
C: -3.15 -3.75 0.59  -0.17
C: -1.99 -3.03 -0.27  -0.16
C: -1.02 -2.12 0.62  -0.02
C: 0.05 -2.86 1.50  -0.08
C: 0.11 -4.45 1.41  -0.07
B: 1.46 -5.12 2.01  -0.49
O: 2.65 -5.44 1.26  0.08
O: 1.43 -5.47 3.43  0.06
C: 1.00 -2.03 2.40  0.05
C: 0.90 -0.48 2.39  -0.04
B: 1.94 0.40 3.30  -0.53
O: 3.30 0.65 2.86  0.11
O: 1.41 0.91 4.55  -0.04
C: 1.82 -0.04 5.60  -0.22
C: 0.53 -0.67 6.36  -0.07
C: -0.16 0.22 1.49  -0.33
C: -1.15 -0.54 0.59  -0.13
N: -2.16 0.00 -0.33  -0.05
C: -1.49 -0.01 -1.69  -0.13
O: -2.31 0.58 -2.73  0.02
C: -2.49 -0.32 -3.80  -0.45
F: -3.32 -1.40 -3.37  0.08
F: -3.19 0.39 -4.83  0.08
F: -1.28 -0.77 -4.38  0.11
C: -2.66 1.34 0.00  -0.10
C: -1.86 2.44 0.82  -0.35
C: -2.41 3.85 1.13  -0.06
C: -3.82 4.31 0.60  -0.24
P: -4.43 6.09 0.96  0.90
C: -6.11 6.05 1.84  -0.29
O: -3.26 6.67 2.11  -0.37
C: -4.63 3.26 -0.19  -0.14
O: -5.94 3.63 -0.67  0.06
B: -5.84 4.31 -1.94  -0.64
O: -4.80 5.24 -2.31  0.08
O: -6.87 4.06 -2.94  0.10
C: -4.07 1.81 -0.47  0.03
C: -5.10 0.88 -1.29  -0.19
C: -5.88 -0.13 -0.42  0.02
C: -6.93 -1.01 -1.19  -0.03
C: -6.98 -0.64 -2.71  -0.05
C: -6.10 0.40 -3.41  -0.09
N: -5.16 1.16 -2.67  0.07
S: -0.17 2.07 1.51  0.94
H: -5.16 -3.35 -2.56  0.06
H: -6.79 -3.67 -3.49  0.06
H: -5.43 -4.99 -3.38  0.08
H: -6.85 -5.73 -1.42  0.10
H: -7.57 -4.01 -1.30  0.09
H: -6.04 -4.60 0.77  0.12
H: -5.62 -3.03 -0.17  0.08
H: -4.08 -5.77 -0.03  0.11
H: -3.68 -4.62 -1.43  0.10
H: -3.86 -3.01 1.10  0.11
H: -2.75 -4.46 1.39  0.09
H: -1.43 -3.85 -0.85  0.11
H: -2.53 -2.40 -1.07  0.10
H: 0.09 -4.72 0.28  0.12
H: -0.78 -5.00 1.87  0.11
H: 2.72 -6.40 1.08  0.12
H: 1.98 -4.81 3.93  0.10
H: 1.81 -2.48 3.06  0.10
H: 3.68 1.42 3.34  0.11
H: 2.48 0.56 6.32  0.13
H: 2.48 -0.89 5.19  0.12
H: 0.47 -1.78 6.06  0.07
H: 0.74 -0.65 7.50  0.08
H: -0.44 -0.14 6.09  0.09
H: -1.12 -1.07 -1.93  0.14
H: -0.54 0.64 -1.57  0.17
H: -1.79 4.58 1.74  0.09
H: -6.98 5.77 1.15  0.05
H: -6.31 7.12 2.21  0.05
H: -6.03 5.39 2.77  0.05
H: -3.52 6.18 2.94  0.05
H: -3.97 4.76 -2.51  0.11
H: -6.52 4.27 -3.83  0.11
H: -5.72 -0.22 0.70  0.11
H: -7.60 -1.78 -0.69  0.09
H: -7.75 -1.21 -3.36  0.09
H: -6.23 0.60 -4.53  0.12
C: 5.21 6.57 -1.28  -0.11
O: 4.04 5.83 -1.58  -0.21
C: 3.79 4.79 -0.64  -0.19
C: 2.29 4.57 -0.47  -0.18
O: 1.65 5.58 0.31  -0.14
C: 1.50 6.87 -0.31  -0.17
C: 0.50 6.89 -1.46  -0.19
O: 1.06 6.29 -2.62  -0.21
C: 0.08 5.67 -3.44  -0.11
H: 6.10 5.96 -1.43  0.09
H: 5.25 7.43 -1.95  0.09
H: 5.18 6.95 -0.25  0.09
H: 4.24 5.03 0.33  0.12
H: 4.25 3.88 -1.03  0.13
H: 2.16 3.65 0.10  0.10
H: 1.79 4.42 -1.42  0.12
H: 2.47 7.27 -0.61  0.12
H: 1.12 7.52 0.48  0.13
H: 0.25 7.92 -1.71  0.13
H: -0.42 6.37 -1.15  0.12
H: -0.52 4.95 -2.86  0.08
H: 0.59 5.11 -4.22  0.09
H: -0.57 6.42 -3.89  0.09
C: 9.36 -5.00 -2.37  -0.11
O: 8.36 -5.03 -1.37  -0.21
C: 8.63 -5.97 -0.34  -0.19
C: 8.09 -5.48 1.00  -0.17
O: 8.88 -4.43 1.59  -0.13
C: 8.81 -3.15 0.96  -0.17
C: 7.46 -2.45 1.13  -0.20
O: 6.49 -3.02 0.27  -0.20
C: 5.18 -2.95 0.81  -0.11
H: 9.35 -5.92 -2.95  0.09
H: 9.15 -4.16 -3.03  0.09
H: 10.35 -4.84 -1.92  0.09
H: 9.71 -6.15 -0.25  0.12
H: 8.13 -6.91 -0.61  0.12
H: 8.15 -6.31 1.71  0.13
H: 7.05 -5.19 0.94  0.12
H: 9.10 -3.21 -0.09  0.12
H: 9.57 -2.54 1.46  0.13
H: 7.56 -1.39 0.86  0.13
H: 7.15 -2.52 2.18  0.12
H: 5.14 -3.38 1.81  0.09
H: 4.51 -3.53 0.17  0.08
H: 4.84 -1.91 0.83  0.09

Computed properties:
- Lowest unoccupied orbital energy: -0.07 eV
- SMILES: CCCCCCc1c(CB(O)O)cc(B(O)OCC)c2c1N(COC(F)(F)F)c1c(cc(P(C)O)c(OB(O)O)c1-c1ccccn1)S2.COCCOCCOC.COCCOCCOC
- E_tot: -107560.85305 eV
- Energy above the lowest of the compared OMol25 structures with the same formula, charge and spin: 236.9 kcal per mole
- Spin multiplicity: 1
- Largest force on an atom: 5.9 eV/A
- HOMO energy: -0.28414 hartree

[3]
Below is a 6-piece molecular cluster, C41H67BF5N2O19 overall at a distorted geometry, with properties calculated with ωB97M-V with the def2-TZVPD basis set.

Each line ends with the Löwdin charge.
Geometry (Å):
C: -0.05 3.12 6.42  -0.12
O: 0.57 3.96 5.47  -0.20
C: 0.15 3.69 4.13  -0.24
C: -0.05 5.02 3.40  -0.18
C: -0.50 4.82 1.94  -0.20
C: 0.47 3.93 1.14  -0.22
C: 0.91 4.46 -0.23  -0.20
C: 1.73 3.44 -1.05  -0.20
C: 3.24 3.41 -0.71  -0.18
C: 3.49 2.39 0.45  -0.19
C: 3.86 1.02 -0.11  -0.19
C: 3.66 -0.22 0.81  -0.18
C: 2.91 0.01 2.11  -0.20
C: 1.38 0.09 1.90  -0.11
B: 0.57 -1.34 1.87  -0.69
C: 0.80 -2.24 0.50  -0.10
C: 0.42 -1.55 -0.81  -0.25
N: 1.55 -1.26 -1.74  -0.01
C: -1.04 -1.03 1.98  -0.12
C: -1.92 -2.31 1.89  -0.18
C: -2.56 -2.48 0.48  -0.19
C: -4.10 -2.44 0.46  -0.18
C: -4.61 -1.65 -0.77  -0.22
C: -4.71 -0.15 -0.53  -0.20
C: -5.71 0.19 0.61  -0.16
C: -4.96 0.55 1.90  -0.18
O: -5.76 0.10 3.02  -0.02
C: -5.11 -0.20 4.18  -0.54
C: -3.89 0.61 4.52  0.02
O: -5.54 -1.07 4.88  0.10
O: 0.98 -2.26 3.05  0.07
C: 0.91 -1.72 4.19  -0.45
N: 0.83 -1.22 5.23  0.12
H: 0.06 2.05 6.16  0.09
H: -1.12 3.35 6.50  0.08
H: 0.40 3.29 7.40  0.08
H: 0.95 3.10 3.67  0.11
H: -0.75 3.06 4.11  0.12
H: -0.79 5.58 3.97  0.11
H: 0.92 5.53 3.42  0.12
H: -0.68 5.79 1.45  0.10
H: -1.47 4.31 1.99  0.10
H: 0.07 2.92 1.04  0.11
H: 1.39 3.82 1.74  0.09
H: 1.46 5.40 -0.09  0.11
H: 0.01 4.72 -0.81  0.11
H: 1.56 3.66 -2.12  0.10
H: 1.31 2.44 -0.90  0.10
H: 3.76 3.02 -1.60  0.09
H: 3.60 4.41 -0.45  0.09
H: 4.30 2.80 1.07  0.11
H: 2.58 2.38 1.04  0.07
H: 3.37 0.86 -1.08  0.08
H: 4.93 1.08 -0.35  0.09
H: 4.66 -0.62 1.02  0.11
H: 3.14 -0.99 0.23  0.07
H: 3.28 0.88 2.67  0.10
H: 3.11 -0.85 2.78  0.11
H: 1.12 0.67 0.99  0.08
H: 0.96 0.68 2.73  0.09
H: 0.19 -3.16 0.57  0.08
H: 1.84 -2.60 0.47  0.09
H: -0.13 -0.62 -0.62  0.10
H: -0.27 -2.20 -1.37  0.09
H: 1.87 -0.32 -1.56  0.05
H: 1.19 -1.22 -2.69  0.08
H: -1.36 -0.31 1.21  0.09
H: -1.27 -0.53 2.94  0.07
H: -1.28 -3.17 2.11  0.10
H: -2.75 -2.24 2.60  0.09
H: -2.22 -3.42 0.01  0.08
H: -2.20 -1.69 -0.19  0.08
H: -4.48 -3.46 0.37  0.10
H: -4.48 -1.98 1.37  0.09
H: -5.58 -2.03 -1.12  0.10
H: -3.92 -1.80 -1.62  0.11
H: -5.07 0.36 -1.43  0.10
H: -3.74 0.30 -0.28  0.11
H: -6.29 -0.73 0.80  0.11
H: -6.39 0.99 0.32  0.11
H: -4.80 1.63 1.96  0.13
H: -4.02 0.00 1.91  0.10
H: -4.07 1.68 4.38  0.09
H: -3.60 0.40 5.55  0.09
H: -3.06 0.32 3.87  0.07
C: 5.51 -1.05 -4.14  -0.04
C: 4.72 0.23 -4.24  -0.31
O: 5.09 0.86 -3.04  0.11
C: 6.35 0.46 -2.71  -0.55
O: 7.04 0.98 -1.90  0.17
O: 6.68 -0.64 -3.43  0.08
F: 3.38 -0.01 -4.21  0.08
H: 4.97 -1.79 -3.56  0.12
H: 5.77 -1.47 -5.11  0.14
H: 4.94 0.86 -5.10  0.17
C: 6.90 4.71 -0.77  -0.05
C: 8.16 5.53 -0.66  -0.31
O: 7.73 6.67 0.06  0.12
C: 6.67 6.28 0.84  -0.55
O: 6.23 6.91 1.74  0.18
O: 6.21 5.07 0.44  0.06
F: 8.62 5.93 -1.88  0.07
H: 6.30 5.00 -1.63  0.14
H: 7.08 3.63 -0.80  0.13
H: 8.97 5.05 -0.12  0.17
C: -8.68 -1.59 -4.59  -0.06
C: -8.90 -1.47 -3.10  -0.32
O: -7.86 -0.59 -2.70  0.12
C: -7.58 0.21 -3.77  -0.54
O: -6.96 1.21 -3.72  0.19
O: -8.12 -0.31 -4.90  0.07
F: -8.74 -2.66 -2.47  0.07
H: -7.95 -2.37 -4.82  0.14
H: -9.59 -1.76 -5.15  0.14
H: -9.86 -1.04 -2.81  0.17
C: 2.43 -4.95 -2.29  -0.06
C: 2.99 -3.56 -2.49  -0.32
O: 3.37 -3.59 -3.87  0.10
C: 2.56 -4.48 -4.50  -0.56
O: 2.43 -4.57 -5.67  0.16
O: 1.91 -5.25 -3.59  0.07
F: 4.09 -3.34 -1.74  0.07
H: 3.21 -5.66 -2.04  0.14
H: 1.64 -4.99 -1.53  0.10
H: 2.28 -2.75 -2.32  0.10
C: -2.55 -7.43 -2.11  -0.05
C: -3.31 -6.20 -1.66  -0.31
O: -2.28 -5.38 -1.15  0.12
C: -1.13 -5.69 -1.83  -0.49
O: -0.15 -5.04 -1.85  0.17
O: -1.29 -6.87 -2.48  0.08
F: -4.18 -6.49 -0.66  0.08
H: -2.41 -8.13 -1.29  0.15
H: -3.01 -7.94 -2.95  0.14
H: -3.84 -5.68 -2.45  0.17

Computed properties:
- Lowest unoccupied orbital energy: 1.58 eV
- Charge: -1
- E_tot: -99752.75873 eV
- Spin multiplicity: 1
- Largest force on an atom: 1.7 eV/A
- HOMO energy: -0.21091 hartree